A.
Below is C7H11Cl in the gas phase, with properties calculated with wB97M-V/def2-TZVPD.

Output
Gap between HOMO and LUMO ... 10.1 eV
HOMO level ... -9.1 eV

```
! RIJCOSX wB97M-V def2-TZVPD def2/J DEFGRID3
* xyz 0 1
Cl -0.01 2.59 -0.51
C 0.64 1.05 -0.08
C 0.57 -0.86 -1.95
C -0.04 -0.19 -0.75
C -0.65 -3.35 0.96
C -0.02 0.61 1.30
C -0.79 -1.96 1.13
C 0.22 -0.84 0.82
H -1.02 0.87 1.41
H -1.83 -1.48 1.26
H 0.08 -0.44 -2.92
H 0.51 -2.05 -1.76
H 1.76 1.00 -0.19
H 1.31 -1.03 0.93
H 1.78 -0.50 -2.00
H -1.13 0.03 -0.99
H -1.45 -3.94 1.25
H 0.43 0.74 2.35
H 0.30 -3.96 0.72
*
```

=====

B.
Below is C7H11Cl in the gas phase, with properties calculated with wB97M-V/def2-TZVPD.

Output
Gap between HOMO and LUMO ... 10.0 eV
HOMO level ... -9.1 eV

```
! RIJCOSX wB97M-V def2-TZVPD def2/J DEFGRID3
* xyz 0 1
Cl 0.59 -3.03 -0.06
C 0.19 0.26 -1.93
C -0.38 0.25 0.53
C 0.95 -0.53 0.92
C -1.49 0.22 1.29
C -0.39 1.02 -0.82
C 0.75 -1.97 1.37
C -0.69 2.26 -1.01
H 1.79 -2.22 1.77
H -2.33 1.02 0.99
H -0.03 -2.20 2.00
H -1.06 3.02 -0.24
H -1.72 -0.53 2.13
H 0.20 0.81 -2.89
H 1.65 -0.49 0.01
H 1.31 0.17 -1.85
H -0.77 2.71 -1.99
H 1.50 0.07 1.77
H -0.08 -0.82 -2.02
*
```

=====

C.
Below is C7H11Cl as an isolated structure, with properties calculated with wB97M-V/def2-TZVPD.

Output
Gap between HOMO and LUMO (alpha / beta) ... 6.8 / 6.8 eV
HOMO level (alpha / beta) ... -7.6 / -7.6 eV

```
! RIJCOSX wB97M-V def2-TZVPD def2/J DEFGRID3
* xyz 0 1
Cl -0.25 -2.57 0.51
C 0.65 -0.89 0.00
C -1.31 -2.28 -0.96
C -0.49 0.29 2.00
C -0.37 -0.35 -2.43
C -0.61 -0.88 -1.03
C 0.74 0.10 1.10
C 1.12 1.43 0.44
H -0.77 -0.65 2.48
H 0.28 1.83 -0.13
H 1.96 1.29 -0.24
H 1.40 2.16 1.20
H 1.58 -0.21 1.75
H -1.25 -0.53 -3.05
H -0.16 0.72 -2.41
H -0.28 1.03 2.77
H -1.37 -0.27 -0.53
H 0.48 -0.86 -2.87
H -1.35 0.64 1.42
*
```

=====

Here are the energies relative to the best structure, in hartree: A 0.0328; B 0.0000; C 0.1859.